*w*
DFT (wB97M-V/def2-TZVPD) results for an isolated ion of composition C3H9N4 and charge +1.

Each line ends with the Löwdin charge.
Cartesian coordinates (Å):
N -1.54377 1.35625 -0.22713  0.12
N 1.11216 1.11052 -0.86944  0.06
N -0.72533 0.94088 0.55083  0.13
N -0.23958 -1.05072 1.89023  0.12
C 1.30374 -0.28534 -0.88634  -0.15
C 0.50392 -1.10359 -0.29342  -0.06
C -0.53535 -0.60580 0.57777  -0.36
H 0.49516 -1.71271 2.02105  0.10
H 1.94611 -0.56354 -1.67874  0.12
H -1.87935 0.73226 -1.07260  0.22
H 1.07439 1.35635 -1.80866  0.08
H -1.48969 -0.99833 0.23227  0.15
H 1.88428 1.50904 -0.39250  0.11
H -0.82415 -0.87804 2.59963  0.05
H 0.67607 -2.16215 -0.41559  0.14
H -1.75860 2.35491 -0.22737  0.17

Properties
* lowest unoccupied orbital energy: -5.1 eV
* multiplicity: 1
* charge: +1
* SMILES: N/C=C\[C@@H](N)N=[NH2+]

*x*
DFT (wB97M-V/def2-TZVPD) results for a 2-piece molecular cluster, C3H9N4 overall.

Each line ends with the Löwdin charge.
Cartesian coordinates (Å):
N -1.11159 -0.89673 1.24129  0.18
N -0.89080 0.93201 0.04872  0.07
N 2.10090 0.03908 -0.72214  0.04
N -2.64659 -0.56208 -0.63809  0.17
C 0.18491 1.46425 0.53143  0.16
C 2.88621 -0.66020 -0.07921  -0.09
C -1.63247 -0.24399 0.26637  -0.45
H 0.43722 2.60852 0.32678  0.18
H 2.84094 -0.99060 0.94751  0.07
H 0.77569 0.88212 1.23646  0.09
H -1.46862 -1.82107 1.42672  0.07
H 2.39911 0.35085 -1.62862  0.07
H -3.20268 0.11587 -1.15119  0.12
H -2.97417 -1.48845 -0.60818  0.10
H 3.73956 -1.15262 -0.57432  0.09
H -1.43762 1.42303 -0.62352  0.15

Properties
* lowest unoccupied orbital energy: -4.9 eV
* multiplicity: 1
* charge: +1

Computed relative energies in units of kJ/mol: *w* 119.5; *x* 0.0

*w*
DFT (wB97M-V/def2-TZVPD) results for C3H9N4 as an isolated structure.

Each line ends with the Löwdin charge.
Cartesian coordinates (Å):
N 1.24432 1.17651 -0.10032  0.21
N -1.37454 0.05180 1.20063  0.02
N -0.96301 1.40611 1.02455  0.07
N -2.15388 -0.41248 -1.07524  0.11
C 2.80259 -0.94157 -0.32356  0.02
C -1.75522 -0.69805 0.26514  -0.22
C 1.93811 0.25447 -0.11091  -0.06
H -0.65445 1.75301 1.89352  0.13
H -1.91860 -1.73422 0.37383  0.11
H 3.71533 -0.62953 -0.70527  0.08
H 2.91262 -1.34253 0.66454  0.10
H -2.61878 -1.17140 -1.55420  0.10
H 0.15143 1.52703 0.49398  0.05
H 2.30062 -1.70157 -0.86275  0.09
H -2.28069 0.45278 -1.50478  0.06
H -1.34586 2.00964 0.32083  0.14

Properties
* lowest unoccupied orbital energy: -2.9 eV
* multiplicity: 1
* charge: +1

*x*
DFT (wB97M-V/def2-TZVPD) results for an isolated ion of composition C3H9N4 and charge +1.

Each line ends with the Löwdin charge.
Cartesian coordinates (Å):
N 1.06675 -0.07216 -0.24100  -0.04
N -0.07301 -1.51295 1.30301  0.25
N -1.21872 0.49356 0.66699  0.08
N 0.96705 -1.07248 -1.13750  0.02
C -0.00302 1.73807 -0.83493  0.08
C -1.28342 1.40824 -0.18871  -0.19
C 0.14637 0.01881 0.82026  -0.35
H 0.46330 2.51085 -0.13319  0.12
H 1.67574 -0.96556 -1.77436  0.08
H -1.03678 -1.78095 1.33243  0.14
H 0.31859 -1.96515 0.46719  0.11
H -2.18151 1.75115 -0.68498  0.13
H 0.17355 1.87965 -1.94013  0.11
H 0.57005 0.67010 1.51739  0.14
H 0.37452 -1.60586 2.24008  0.18
H 0.04052 -1.49533 -1.41255  0.15

Properties
* lowest unoccupied orbital energy: -4.2 eV
* multiplicity: 1
* charge: +1

Computed relative energies in units of kJ/mol: *w* 0.0; *x* 235.0

*w*
DFT (wB97M-V/def2-TZVPD) results for an isolated ion of composition C3H9N4 and charge +1.

Each line ends with the Löwdin charge.
Cartesian coordinates (Å):
N 1.91404 -1.00454 -0.21070  0.06
N -0.44542 0.65928 0.13988  -0.11
N -1.80518 -1.41025 0.09016  0.18
N -1.44044 1.61610 -0.29630  0.12
C 0.88141 1.12988 0.33060  -0.08
C 1.94880 0.31836 0.17208  -0.14
C -0.72004 -0.64583 0.22666  -0.12
H -1.57556 -2.30954 0.46396  0.12
H -1.55900 2.44362 0.28318  0.11
H 2.81622 -1.40413 -0.04440  0.11
H 2.92274 0.68116 0.64336  0.16
H -2.74731 -1.22358 -0.25521  0.14
H -2.38747 1.18695 -0.17226  0.11
H 1.38291 -1.32767 -0.92057  0.06
H 0.09712 -1.29212 0.67443  0.17
H 1.01700 2.11599 0.68429  0.11

Properties
* lowest unoccupied orbital energy: -3.5 eV
* multiplicity: 1
* charge: +1
* SMILES: N/C=C\N(N)C=[NH2+]

*x*
DFT (wB97M-V/def2-TZVPD) results for an isolated ion of composition C3H9N4 and charge +1.

Each line ends with the Löwdin charge.
Cartesian coordinates (Å):
N 0.67435 0.20608 0.10539  -0.09
N -0.13908 -1.67015 -1.19074  -0.05
N 1.48021 0.66777 0.83105  0.29
N -0.44555 -2.08884 -2.30888  0.13
C -0.70542 0.51654 0.51089  -0.23
C -0.89482 1.37231 1.65568  -0.09
C 0.97359 -0.71829 -1.07200  -0.07
H 1.19764 -0.10673 -1.98520  0.17
H -0.36012 0.78718 2.41302  0.10
H -1.16557 0.83046 -0.51511  0.18
H -1.93227 1.47283 1.81162  0.08
H 2.45767 0.67744 0.60799  0.14
H -1.29760 -0.36789 0.76420  0.14
H -0.48602 2.50985 1.61780  0.15
H -1.13376 -2.83475 -2.17273  0.09
H 1.77673 -1.25379 -1.07298  0.07

Properties
* lowest unoccupied orbital energy: -5.6 eV
* multiplicity: 1
* charge: +1
* SMILES: [H]/N=[N+](/CC)C/N=N/[H]

Computed relative energies in units of kJ/mol: *w* 0.0; *x* 293.7

*w*
DFT (wB97M-V/def2-TZVPD) results for an isolated ion of composition C3H9N4 and charge +1.

Each line ends with the Löwdin charge.
Cartesian coordinates (Å):
N -0.56258 0.75091 0.28714  0.11
N -2.52584 -0.34749 -0.17275  0.21
N 2.05402 0.94585 -0.29480  0.07
N 0.76678 -1.12182 -0.50128  0.10
C 0.21108 -0.41032 0.63169  -0.27
C -1.80839 0.74104 -0.08775  -0.12
C 1.65496 -0.29153 0.28002  -0.33
H 3.05914 1.05594 -0.29241  0.10
H 0.87128 -2.12326 -0.38898  0.12
H 2.37778 -0.74904 0.94663  0.16
H -2.28716 1.68573 -0.32458  0.17
H -3.49608 -0.31812 -0.44578  0.14
H -2.10337 -1.24681 0.00411  0.13
H 0.00759 1.59190 0.22252  0.15
H 1.72646 1.01770 -1.25273  0.10
H -0.14122 -0.93368 1.51112  0.16

Properties
* lowest unoccupied orbital energy: -3.3 eV
* multiplicity: 1
* charge: +1
* SMILES: N/C=[NH+]\[C@H]1N[C@H]1N

*x*
DFT (wB97M-V/def2-TZVPD) results for an isolated ion of composition C3H9N4 and charge +1.

Each line ends with the Löwdin charge.
Cartesian coordinates (Å):
N 1.77317 -1.47692 0.13130  0.10
N 1.23542 -0.45413 -0.46761  0.01
N -1.22216 0.77926 -0.08414  0.02
N -2.22391 -1.28480 0.03585  0.12
C 1.30455 0.75573 0.21164  -0.18
C 0.01072 1.53886 -0.21008  -0.12
C -1.17491 -0.49659 -0.18787  -0.15
H -3.08499 -0.75874 0.23024  0.12
H 1.68855 -2.28698 -0.49396  0.14
H -2.21075 -2.20612 -0.43175  0.13
H 1.31456 0.70671 1.26063  0.11
H 2.44306 -1.58525 0.95412  0.19
H -0.15821 2.56433 0.22438  0.16
H 2.12739 1.30198 -0.23408  0.15
H -1.90364 1.27867 0.31606  0.10
H 0.08114 1.62397 -1.25473  0.10

Properties
* lowest unoccupied orbital energy (alpha / beta): -4.7 / -5.1 eV
* multiplicity: 1
* charge: +1

*y*
DFT (wB97M-V/def2-TZVPD) results for an isolated ion of composition C3H9N4 and charge +1.

Each line ends with the Löwdin charge.
Cartesian coordinates (Å):
N -0.47625 -0.15946 -1.00424  0.07
N -1.86510 -0.75306 -2.92854  0.21
N 1.10486 -0.08262 0.68941  0.05
N 0.61926 1.08736 1.23815  -0.09
C 0.50865 -0.70840 -0.28862  -0.19
C 0.79988 1.39803 2.68574  -0.05
C -1.00420 -1.01980 -2.03878  -0.14
H -2.19408 -1.48786 -3.51854  0.14
H -0.80401 -2.14379 -1.88875  0.17
H 1.25400 -1.48468 -0.60031  0.16
H -0.24984 1.44639 0.75064  0.15
H 0.66144 2.46315 2.86002  0.08
H 0.05369 0.75615 3.32351  0.11
H -2.07064 0.13563 -3.24533  0.12
H 1.84656 1.02441 2.83894  0.09
H 1.81577 -0.47144 1.12670  0.10

Properties
* lowest unoccupied orbital energy: -3.9 eV
* multiplicity: 1
* charge: +1
* SMILES: CNN/C=N/C=[NH2+]

Computed relative energies in units of kJ/mol: *w* 0.0; *x* 342.5; *y* 180.1

*w*
DFT (wB97M-V/def2-TZVPD) results for a 2-piece molecular cluster, C2H8S2 overall.

Each line ends with the Löwdin charge.
Cartesian coordinates (Å):
S 1.18675 -1.11935 2.02169  0.33
S 0.03427 0.05899 0.65681  0.29
C -0.20210 1.90528 -2.89375  -0.06
C -0.13883 -2.08605 2.87928  -0.47
H 0.97137 0.20425 -0.23887  -0.25
H -0.22717 -3.03365 2.27463  0.04
H -0.71737 1.05467 -3.31846  0.01
H -0.86842 2.30509 -2.17333  -0.01
H -0.09646 2.76562 -3.62600  0.04
H 0.20429 -2.25085 3.94001  0.04
H -0.95200 -1.37645 2.97149  0.00
H 0.80568 1.57246 -2.49349  0.03

Properties
* lowest unoccupied orbital energy: 0.5 eV
* multiplicity: 1
* charge: 0
* SMILES: CSS.C

*x*
DFT (wB97M-V/def2-TZVPD) results for a 2-piece molecular cluster, C2H8S2 overall.

Each line ends with the Löwdin charge.
Cartesian coordinates (Å):
S -3.04441 0.64848 -0.82653  0.59
S 5.65709 0.15018 0.35351  0.60
C -4.51466 -0.36147 -0.41284  -0.50
C 3.98275 -0.23028 0.93471  -0.52
H -5.36992 0.33453 -0.43971  0.02
H 3.27513 0.51121 0.52718  0.03
H 3.66773 -1.23493 0.60595  0.02
H 5.29430 0.79420 -0.77615  -0.16
H -3.75725 1.52439 -1.56623  -0.16
H 3.93845 -0.19056 2.03611  0.03
H -4.38504 -0.71978 0.62225  0.02
H -4.74418 -1.22598 -1.05825  0.03

Properties
* lowest unoccupied orbital energy: 0.8 eV
* multiplicity: 1
* charge: 0
* SMILES: CS.CS

Computed relative energies in units of kJ/mol: *w* 15.7; *x* 0.0

*w*
DFT (wB97M-V/def2-TZVPD) results for one molecule with the formula C4H4N4.

Each line ends with the Löwdin charge.
Cartesian coordinates (Å):
N -2.16169 -0.02358 0.14051  0.06
N 1.34319 -0.94302 0.17835  0.00
N -0.00861 0.68673 -0.03568  0.00
N 2.06085 0.02203 -0.01217  0.05
C -1.24511 -1.15893 -0.05207  -0.08
C -1.34886 1.00421 0.05122  -0.20
C 0.08670 -0.72930 -0.12467  -0.23
C 1.26764 1.07154 -0.12291  -0.14
H -1.46501 -2.19820 -0.35588  0.09
H -1.70421 2.04956 -0.18689  0.14
H 1.62702 -1.86982 0.13695  0.15
H 1.54808 2.08879 0.38325  0.16

Properties
* lowest unoccupied orbital energy: 0.8 eV
* multiplicity: 1
* charge: 0
* SMILES: c1ncn2cn[nH]c12

*x*
DFT (wB97M-V/def2-TZVPD) results for one molecule with the formula C4H4N4.

Each line ends with the Löwdin charge.
Cartesian coordinates (Å):
N 0.39572 1.73115 0.73021  0.07
N 1.38781 -1.52502 -0.42269  0.02
N -1.02210 1.98932 0.51083  0.00
N 0.15924 -1.19168 -0.98187  0.01
C -0.53779 -0.02484 -0.12680  -0.20
C 1.75444 -0.60152 0.55293  -0.01
C 0.61322 0.44407 0.49499  -0.28
C -1.64108 1.13404 -0.24840  -0.01
H -2.66939 1.18538 -0.51472  0.09
H -0.96044 -0.72013 0.49943  0.13
H -0.31471 -1.92083 -1.35977  0.07
H 2.83506 -0.49995 0.86584  0.11

Properties
* lowest unoccupied orbital energy: -0.1 eV
* multiplicity: 1
* charge: 0
* SMILES: C1=NN=C2C=NN[C@H]12

Computed relative energies in units of kJ/mol: *w* 0.0; *x* 211.4

*w*
DFT (wB97M-V/def2-TZVPD) results for a 4-piece molecular cluster, C4H16O4 overall.

Each line ends with the Löwdin charge.
Cartesian coordinates (Å):
O 2.69926 1.32120 -0.75797  -0.06
O -0.25087 -0.73645 3.44573  -0.07
O 1.65059 1.35226 2.50493  -0.04
O -1.83597 -2.24855 1.14775  -0.04
C -1.58600 -0.59985 -2.21075  -0.12
C 0.49146 0.68816 -1.62482  -0.21
C 1.42242 0.80408 -0.44311  -0.31
C -0.94276 0.33803 -1.18819  -0.25
H -0.78973 -0.22040 -0.26625  0.08
H -2.12760 -2.50557 0.27541  0.03
H 0.41331 1.63432 -2.18531  0.12
H 0.01509 0.01988 2.91581  -0.01
H 2.55863 1.06838 2.64329  0.06
H -2.55486 -2.11271 1.76404  0.04
H -1.52870 1.21937 -0.98325  0.11
H 1.50496 2.20283 2.92113  0.06
H -1.60606 -0.13833 -3.17083  0.06
H -0.95615 -1.47019 -2.29683  0.07
H 3.15675 0.68185 -1.30984  0.08
H -0.41837 -1.50770 2.89572  0.00
H 1.46264 -0.23848 -0.09556  0.12
H -2.62775 -0.85739 -2.01388  0.07
H 0.84345 -0.04503 -2.35891  0.11
H 1.00626 1.35028 0.39168  0.09

Properties
* lowest unoccupied orbital energy: 0.7 eV
* multiplicity: 1
* charge: 0
* SMILES: CCCCO.O.O.O

*x*
DFT (wB97M-V/def2-TZVPD) results for a 4-piece molecular cluster, C4H16O4 overall.

Each line ends with the Löwdin charge.
Cartesian coordinates (Å):
O -1.34253 1.57272 1.35156  -0.13
O 1.14353 -2.26309 2.90567  -0.13
O 0.36712 -0.66334 0.71212  -0.14
O 0.83762 3.69690 -3.15306  -0.12
C 0.82052 -1.28673 -0.47758  -0.15
C 0.08043 2.52823 -3.44018  -0.17
C 0.22570 -3.23320 3.40620  -0.13
C -1.87343 1.81415 0.06041  -0.17
H 0.66048 -1.26232 1.43401  0.05
H 0.59431 -0.68526 -1.35833  0.07
H -0.92414 0.69494 1.29101  0.04
H 1.90621 -1.43918 -0.47974  0.08
H 0.00842 -3.99256 2.64587  0.08
H -0.03930 2.42571 -4.52459  0.08
H -0.90801 2.55742 -2.99532  0.07
H -1.06404 1.92500 -0.66929  0.06
H 0.32648 -2.25624 -0.62419  0.08
H 0.60741 1.64046 -3.07668  0.07
H 0.60601 -3.65859 4.33130  0.08
H -0.75072 -2.77933 3.57221  0.09
H -2.59150 1.05248 -0.25805  0.08
H 1.72541 3.54787 -3.48352  0.07
H 1.98446 -2.70659 2.75936  0.09
H -2.40043 2.77054 0.07079  0.08

Properties
* lowest unoccupied orbital energy: 0.5 eV
* multiplicity: 1
* charge: 0
* SMILES: CO.CO.CO.CO

Computed relative energies in units of kJ/mol: *w* 0.0; *x* 136.3